This record from the OMol25 dataset describes C13H15BrN2O in the gas phase. The level of theory is ωB97M-V with the def2-TZVPD basis set.

Each line ends with the natural charge from an NBO analysis.
Geometry (Å):
C1 -5.460 -0.220 -1.362  -0.62
C2 -4.119 -0.487 -0.751  -0.03
C3 -3.692 -1.776 -0.471  -0.21
C4 -2.447 -2.024 0.082  -0.22
C5 -1.581 -0.975 0.361  0.24
O1 -0.360 -1.076 0.947  -0.51
C6 0.454 -2.215 0.752  -0.06
C7 1.730 -1.800 0.017  -0.42
C8 2.500 -0.734 0.806  -0.21
N1 3.650 -0.278 0.078  -0.34
C9 4.856 -0.915 -0.019  -0.12
C10 5.613 -0.163 -0.869  -0.09
N2 4.900 0.910 -1.298  -0.46
C11 3.736 0.812 -0.721  0.16
C12 -2.018 0.320 0.075  -0.10
Br1 -0.825 1.748 0.454  0.06
C13 -3.261 0.570 -0.464  -0.22
H1 -5.347 0.053 -2.411  0.22
H2 -5.956 0.605 -0.854  0.22
H3 -6.094 -1.101 -1.304  0.22
H4 -4.345 -2.611 -0.679  0.21
H5 -2.163 -3.040 0.311  0.21
H6 -0.065 -2.985 0.176  0.19
H7 0.701 -2.616 1.742  0.18
H8 1.465 -1.391 -0.961  0.22
H9 2.356 -2.680 -0.137  0.21
H10 2.823 -1.146 1.768  0.20
H11 1.844 0.120 0.993  0.23
H12 5.068 -1.817 0.519  0.21
H13 6.621 -0.324 -1.196  0.21
H14 2.929 1.508 -0.839  0.20
H15 -3.562 1.586 -0.669  0.23

Calculated values
Highest occupied orbital energy, eV: -8.660
Structure (SMILES): Cc1ccc(OCCCn2ccnc2)c(Br)c1
Multiplicity: 1
ΔE to the lowest compared entry with this formula, charge and spin, kJ/mol: 0.0
Strongest force on any atom, hartree/bohr: 0.0121